This record from OMol25 describes a structure of composition C34H66Br6F3NiO14S6. The level of theory is wB97M-V/def2-TZVPD.

As for the spin multiplicity: 3. The energy relative to the best compared isomer or geometry (same formula, charge and spin) is 850.2 kJ/mol. Its net charge is +1. The value obtained for the molar mass is 1486.4 g/mol. The expectation value of S² is 2.008. As for the HOMO energy (alpha / beta): -11.21 / -11.21 eV.

Last column: Mulliken spin population.
Positions of all 130 atoms, in Å:
Ni (38.37326, 8.54350, -27.02141)  1.000
C (39.02704, 4.95855, -22.77369)  -0.036
O (38.09415, 4.12281, -23.52152)  0.001
O (39.12014, 6.10353, -23.55729)  0.901
C (38.60312, 5.16794, -21.19525)  0.058
F (39.58966, 5.92810, -20.62331)  0.002
F (37.38611, 5.69694, -20.89690)  0.004
F (38.67817, 4.05197, -20.54376)  0.005
C (38.04664, 2.72308, -23.17016)  0.005
C (37.64930, 1.84996, -24.41245)  0.000
H (37.59038, 0.79989, -24.12611)  0.000
H (36.68719, 2.17081, -24.81183)  0.000
H (38.40548, 1.76471, -25.19286)  0.000
H (37.31785, 2.61553, -22.36678)  0.000
H (38.96034, 2.28607, -22.76734)  -0.001
H (39.98649, 4.44447, -22.71638)  0.061
C (32.21493, -2.68932, -26.46416)  0.000
C (33.25667, -3.37331, -27.44741)  0.000
C (33.91234, -4.61273, -26.75035)  0.000
S (32.49354, -5.29410, -25.74189)  0.000
O (32.88139, -5.73164, -24.36952)  0.000
O (31.76328, -6.20723, -26.66563)  0.000
C (31.52890, -3.70586, -25.63231)  0.000
H (31.51374, -2.21117, -27.14814)  0.000
H (32.68420, -1.97299, -25.78982)  0.000
H (33.87952, -2.59123, -27.88158)  0.000
H (32.77948, -3.73228, -28.35930)  0.000
H (34.66877, -4.29511, -26.03269)  0.000
H (34.30964, -5.46102, -27.30768)  0.000
H (31.50743, -3.40974, -24.58353)  0.000
H (30.46764, -3.87972, -25.81007)  0.000
C (33.82991, 12.55929, -19.50837)  0.000
C (34.22690, 13.90065, -20.05192)  0.000
C (33.19940, 15.09697, -19.69429)  0.000
S (32.52662, 14.62691, -17.99331)  0.000
O (31.06245, 14.56461, -17.98825)  0.000
O (33.26249, 15.33601, -16.96806)  0.000
C (33.24896, 12.85189, -18.05094)  0.000
H (34.66512, 11.85926, -19.48638)  0.000
H (33.14288, 12.06160, -20.19277)  0.000
H (34.35432, 13.76840, -21.12635)  0.000
H (35.23287, 14.09918, -19.68219)  0.000
H (32.37892, 14.97214, -20.40092)  0.000
H (33.54390, 16.13110, -19.69522)  0.000
H (32.56050, 12.10019, -17.66481)  0.000
H (34.06304, 12.83173, -17.32639)  0.000
C (43.82810, 4.16844, -30.43399)  0.000
C (43.80903, 3.70472, -28.91795)  0.000
C (42.55003, 2.88447, -28.69692)  0.000
S (41.23733, 3.81990, -29.60131)  0.000
O (40.90384, 5.03240, -28.83325)  0.000
O (40.13498, 2.97807, -30.08825)  0.000
C (42.38303, 4.42292, -30.89239)  0.000
H (44.22243, 3.30939, -30.97678)  0.000
H (44.46754, 5.04167, -30.56308)  0.000
H (43.72575, 4.57459, -28.26641)  0.000
H (44.72365, 3.19585, -28.61365)  0.000
H (42.32587, 2.68436, -27.64915)  0.000
H (42.61689, 1.92640, -29.21239)  0.000
H (42.06587, 5.40915, -31.23130)  0.000
H (42.26002, 3.77907, -31.76326)  0.000
C (30.67444, 6.91575, -24.36461)  0.000
C (30.90488, 8.22991, -25.05102)  0.000
C (31.37798, 8.02012, -26.49720)  0.000
S (32.39737, 6.44075, -26.35263)  0.000
O (33.86277, 6.73846, -26.52021)  0.000
O (31.71288, 5.43322, -27.18900)  0.000
C (31.98073, 6.15352, -24.56680)  0.000
H (29.85825, 6.38641, -24.85628)  0.000
H (30.37674, 7.03776, -23.32317)  0.000
H (31.55588, 8.90052, -24.49017)  0.000
H (29.93884, 8.72482, -25.15075)  0.000
H (31.93654, 8.83709, -26.95401)  0.000
H (30.62848, 7.75435, -27.24267)  0.000
H (32.72182, 6.74555, -24.02979)  0.000
H (32.06696, 5.10178, -24.29385)  0.000
C (41.79877, 4.43592, -13.68113)  0.000
C (41.29567, 3.02368, -14.17197)  0.000
C (42.51000, 2.10967, -14.48907)  0.000
S (43.91005, 3.24556, -14.76638)  0.000
O (44.31204, 3.09944, -16.12140)  0.000
O (44.83190, 3.05375, -13.66586)  0.000
C (42.95945, 4.80383, -14.53522)  0.000
H (42.10066, 4.46873, -12.63429)  0.000
H (41.02745, 5.20608, -13.67931)  0.000
H (40.65470, 3.17387, -15.04070)  0.000
H (40.63326, 2.55715, -13.44282)  0.000
H (42.29167, 1.59088, -15.42250)  0.000
H (42.74227, 1.32203, -13.77228)  0.000
H (42.52482, 5.05665, -15.50233)  0.000
H (43.60119, 5.66090, -14.33106)  0.000
C (40.02946, -5.02779, -17.19722)  0.000
C (38.64501, -5.70940, -17.43222)  0.000
C (37.84686, -4.62128, -18.19459)  0.000
S (39.05487, -3.55312, -19.15945)  0.000
O (38.98068, -2.19802, -18.63065)  0.000
O (38.94239, -3.83875, -20.62598)  0.000
C (40.45373, -4.53065, -18.59463)  0.000
H (40.82035, -5.66813, -16.80662)  0.000
H (39.83002, -4.18984, -16.52926)  0.000
H (38.22358, -5.98306, -16.46495)  0.000
H (38.88632, -6.54356, -18.09104)  0.000
H (37.23447, -3.88169, -17.67877)  0.000
H (37.25429, -5.10474, -18.97127)  0.000
H (41.33403, -3.89838, -18.71046)  0.000
H (40.53667, -5.35285, -19.30540)  0.000
Br (46.59732, 11.02987, -20.38378)  0.000
C (46.14449, 9.48156, -21.44171)  0.000
C (47.45209, 8.90803, -22.00037)  0.000
Br (46.92851, 7.56758, -23.38645)  0.000
H (45.51372, 9.90418, -22.22377)  0.000
H (45.51282, 8.73798, -20.95574)  0.000
H (47.98039, 8.27703, -21.28566)  0.000
H (48.07738, 9.66411, -22.47520)  0.000
Br (32.06998, 5.36809, -17.83660)  0.000
C (33.34642, 4.03189, -17.12402)  0.000
C (33.78385, 3.06832, -18.30077)  0.000
Br (32.48357, 1.61299, -18.84525)  0.000
H (32.84613, 3.42168, -16.37203)  0.000
H (34.26541, 4.46416, -16.72819)  0.000
H (34.76040, 2.66217, -18.03719)  0.000
H (34.06704, 3.66898, -19.16513)  0.000
Br (39.31700, 12.65743, -16.41680)  0.000
C (40.10213, 13.03541, -18.23557)  0.000
C (40.21491, 14.57812, -18.36611)  0.000
Br (40.35340, 15.15846, -20.23111)  0.000
H (39.50574, 12.63173, -19.05376)  0.000
H (41.10414, 12.60690, -18.21435)  0.000
H (41.03718, 14.93480, -17.74584)  0.000
H (39.32019, 15.06283, -17.97542)  0.000